Entry from OMol25: an isolated molecule of C6H10O2 (ωB97M-V/def2-TZVPD).

Atoms and positions in Å:
O (0.50183, -1.61694, -0.80063)
O (-1.63708, -0.17602, -0.61987)
C (1.21888, -0.52990, 0.06295)
C (-0.93420, 0.45213, 0.45244)
C (-0.22228, 1.70627, -0.25374)
C (0.12112, -0.53690, 1.15337)
C (-0.96352, -1.46506, -0.87101)
C (1.19084, 0.97369, -0.52207)
H (-1.62490, 0.53255, 1.49391)
H (0.28291, 0.14961, 2.07882)
H (0.00770, 2.42327, 0.60242)
H (1.07672, 1.01673, -1.62492)
H (-0.53823, 2.14359, -1.13133)
H (2.08416, 1.17975, -0.01960)
H (-0.87835, -1.70469, -1.95116)
H (2.04882, -1.14210, 0.33211)
H (-0.19103, -1.34292, 1.57691)
H (-1.54340, -2.06306, 0.04142)

SMILES: C1O[C@@H]2CC[C@@H](C2)O1
Max |F| in eV Å⁻¹: 10.458
Energy in Ha: -384.90257
Orbital gap in eV: 10.13

---

Entry from OMol25: an isolated molecule of C6H10O2 (ωB97M-V/def2-TZVPD).

Atoms and positions in Å:
O (-0.58270, -0.97641, -3.66506)
O (1.32435, -0.01611, -2.97675)
C (-0.36839, -0.25272, 0.81196)
C (-0.17301, 0.96819, 3.14684)
C (-0.54225, 0.08398, -1.55144)
C (0.11855, -0.88882, -0.45931)
C (0.31444, 0.18107, 1.87057)
C (0.04950, -0.40165, -2.81095)
H (1.21710, -0.94369, -0.54415)
H (-0.26978, -1.88717, -0.56564)
H (-1.08324, 1.60095, 3.05435)
H (-0.27379, 1.13781, -1.30542)
H (-0.50315, 0.26938, 3.89571)
H (-1.62268, 0.11931, -1.41905)
H (1.74662, -0.31689, -3.78781)
H (-1.44232, -0.15425, 0.94768)
H (0.72159, 1.56758, 3.39252)
H (1.36916, -0.09053, 1.96596)

SMILES: C/C=C/CCC(=O)O
Max |F| in eV Å⁻¹: 2.876
Energy in Ha: -385.07011
Orbital gap in eV: 10.08

---

Entry from OMol25: a cluster of 2 separate species, C6H10O2 in total (ωB97M-V/def2-TZVPD).

Atoms and positions in Å:
O (1.58930, 0.83723, -1.35450)
O (-0.84769, 2.16115, 1.02278)
C (-0.73382, -1.40850, 0.55118)
C (-1.23688, 0.08760, -1.46436)
C (0.18787, 1.70123, 1.26338)
C (1.38787, 1.21479, 1.53299)
C (-0.20747, -0.74871, -0.71964)
C (1.23760, 0.00407, -0.55116)
H (2.26667, 1.73823, 1.19156)
H (1.50569, 0.60435, 2.41255)
H (-1.05706, -0.67503, 1.27999)
H (1.93144, -0.74053, -0.11693)
H (0.11045, -1.55655, -1.39152)
H (-2.05979, -0.53904, -1.81304)
H (0.01004, -2.07182, 0.99665)
H (-1.62375, -2.01832, 0.31836)
H (-0.78470, 0.55889, -2.33631)
H (-1.67575, 0.85098, -0.82199)

SMILES: CC(C)C=O.C=C=O
Max |F| in eV Å⁻¹: 3.937
Energy in Ha: -385.02296
Orbital gap in eV: 9.95

---

Entry from OMol25: a structure of composition C6H10O2 (ωB97M-V/def2-TZVPD).

Atoms and positions in Å:
O (-1.80070, -1.05241, -0.07091)
O (0.59354, -1.15479, -0.71080)
C (-0.92888, -0.47090, -0.66419)
C (1.00678, -0.54889, 0.41296)
C (-1.02850, 0.07746, -2.06520)
C (-0.14661, 0.80175, 0.60399)
C (0.22622, 2.01594, 0.16406)
C (0.83158, -1.33472, 1.69752)
H (-0.19660, -1.67994, 1.81762)
H (-0.08502, 0.48777, -2.41294)
H (-0.70704, 0.73533, 1.53127)
H (1.46026, -2.22691, 1.61304)
H (0.02769, 2.91781, 0.73414)
H (0.74151, 2.14073, -0.78290)
H (1.98976, -0.06763, 0.34127)
H (1.13592, -0.75775, 2.57295)
H (-1.79281, 0.85739, -2.06060)
H (-1.32709, -0.74024, -2.72128)

Max |F| in eV Å⁻¹: 3.243
Energy in Ha: -384.96769
Orbital gap (spin up / spin down) in eV: 8.76 / 8.76

---

Entry from OMol25: a cluster of 2 separate species, C6H10O2 in total (ωB97M-V/def2-TZVPD).

Atoms and positions in Å:
O (-2.60724, 1.97395, 0.85955)
O (1.13410, -0.04245, -0.05963)
C (-2.05912, 1.16599, 0.14174)
C (-1.65215, -1.30300, -0.21745)
C (-1.35494, 1.56854, -1.12627)
C (-2.28498, -0.30694, 0.39145)
C (2.02643, -0.18981, 0.74320)
C (3.28373, -0.95125, 0.47769)
H (3.20592, -1.53173, -0.43868)
H (-1.92090, -2.32898, -0.01505)
H (-0.86195, -1.13081, -0.92921)
H (2.05170, 0.41873, 1.66753)
H (-3.08638, -0.50561, 1.09347)
H (-0.28757, 1.40187, -1.00149)
H (4.11563, -0.25329, 0.38713)
H (-1.51310, 2.63143, -1.29842)
H (-1.68306, 0.99774, -1.99095)
H (3.49388, -1.61439, 1.31537)

SMILES: C=CC(C)=O.CC=O
Max |F| in eV Å⁻¹: 1.354
Energy in Ha: -385.05203
Orbital gap in eV: 10.17

---

Entry from OMol25: an isolated molecule of C6H10O2 (ωB97M-V/def2-TZVPD).

Atoms and positions in Å:
O (0.31023, -1.09497, 1.25361)
O (1.00683, 1.49014, 0.78325)
C (-0.72412, 0.18150, -0.50030)
C (2.12638, -0.73245, -0.36722)
C (-0.40190, 1.40210, 0.37975)
C (0.61421, -0.66959, -0.08093)
C (1.50475, 0.59260, -0.11839)
C (-1.99325, -0.51847, -0.09154)
H (-2.26021, -1.34533, -0.81594)
H (2.56353, -1.33882, 0.38337)
H (-1.81244, -0.85673, 0.91281)
H (-0.68421, 0.50961, -1.51633)
H (2.47442, -0.82574, -1.45355)
H (-0.95305, 1.45023, 1.35991)
H (0.32466, -2.02511, 1.29179)
H (1.35437, 1.13129, -1.09486)
H (-2.87619, 0.27207, -0.13958)
H (-0.57400, 2.37766, -0.18585)

SMILES: C[C@H]1CO[C@H]2C[C@@]21O
Max |F| in eV Å⁻¹: 3.462
Energy in Ha: -384.92001
Orbital gap in eV: 9.19

---

Entry from OMol25: an isolated molecule of C6H10O2 (ωB97M-V/def2-TZVPD).

Atoms and positions in Å:
O (1.46163, -0.20413, -0.88816)
O (-0.89317, -0.53908, -0.52091)
C (0.84383, 0.95024, -0.55230)
C (-0.16574, -1.83901, 1.30225)
C (-0.60362, -0.38809, 0.89795)
C (0.54831, 0.84370, 0.88556)
C (0.16144, 1.37932, -1.92263)
C (-0.76413, 0.88200, -0.95984)
H (-1.36469, 0.03105, 1.51139)
H (0.49732, -2.26390, 0.45228)
H (0.44667, -2.11447, 2.36832)
H (1.32588, 0.60412, 1.45708)
H (-1.31964, 1.40763, -0.14271)
H (0.64039, -0.87866, -1.20634)
H (-0.22112, 1.53895, 1.49252)
H (-1.02140, -2.45430, 1.04481)
H (0.44005, 0.54255, -2.75046)
H (-0.01201, 2.50207, -2.46880)

SMILES: C[C@H]1C[C@@]2(O)C[C@H]2O1
Max |F| in eV Å⁻¹: 6.475
Energy in Ha: -384.82328
Orbital gap in eV: 9.02

---

Entry from OMol25: an isolated molecule of C6H10O2S (ωB97M-V/def2-TZVPD).

Atoms and positions in Å:
S (0.27836, 1.17835, -3.48375)
O (-1.83299, 1.22546, -1.34038)
O (1.52671, 1.44368, -4.25677)
C (-0.77488, 0.80800, -0.98113)
C (2.02466, 1.45678, -1.44054)
C (-0.50519, 0.02543, 0.20375)
C (0.61867, 1.22644, -1.87195)
C (-1.83398, 0.11413, 1.09481)
C (-0.46857, -1.42366, -0.28645)
H (-1.56176, -0.58698, 1.94627)
H (0.51413, -1.76571, -0.59408)
H (0.36772, 0.49472, 0.71964)
H (2.84280, 1.21729, -2.11783)
H (-2.63290, -0.61177, 0.70403)
H (-0.99566, -1.48708, -1.22266)
H (2.22623, 0.76128, -0.51374)
H (-2.22576, 1.16574, 1.36502)
H (-0.84737, -1.95164, 0.51250)
H (2.15035, 2.44721, -0.94043)

Max |F| in eV Å⁻¹: 4.420
Energy in Ha: -783.18781
Orbital gap (spin up / spin down) in eV: 8.94 / 8.94

---

Entry from OMol25: a cluster of 2 separate species, C6H10O4 in total (ωB97M-V/def2-TZVPD).

Atoms and positions in Å:
O (-0.26471, -2.07745, -0.32170)
O (1.79161, 0.49102, 1.54897)
O (2.33260, -1.20298, 0.09542)
O (3.48874, 0.75936, -0.88921)
C (-1.18873, 1.43101, 0.37269)
C (-0.48688, -0.79435, -0.08207)
C (-1.52076, -0.00302, -0.05796)
C (2.42857, -0.04924, -0.77606)
C (1.42837, -0.13909, 0.33243)
C (-2.93721, -0.44177, -0.39653)
H (-0.30366, 1.51619, 1.05081)
H (3.74264, 1.12163, -0.04763)
H (-0.81316, 1.86905, -0.59017)
H (-3.34383, -1.02729, 0.43807)
H (1.62490, -0.11871, 2.34482)
H (0.57548, -2.32402, -0.02408)
H (-2.80000, -1.03122, -1.36665)
H (1.92620, -0.43399, -1.72873)
H (-3.53915, 0.47729, -0.60967)
H (-2.14102, 1.97759, 0.70722)

Max |F| in eV Å⁻¹: 5.214
Energy in Ha: -535.42143
Orbital gap in eV: 9.13

---

Entry from OMol25: an isolated molecule of C6H10O4 (ωB97M-V/def2-TZVPD).

Atoms and positions in Å:
O (1.00743, 0.69655, -2.08354)
O (-1.37276, 1.48380, -1.30262)
O (-1.25755, -1.16345, 1.71679)
O (1.04663, 1.50169, 0.66071)
C (0.15109, -0.27022, -1.39655)
C (1.14059, -1.06109, -0.57746)
C (-0.00135, -0.45722, 1.58964)
C (-0.85691, 0.42749, -0.53629)
C (0.97464, -1.24175, 0.72016)
C (-0.17830, 0.83791, 0.76938)
H (-0.86150, 1.50092, 1.32281)
H (-2.16827, 1.85088, -0.97136)
H (0.40417, 1.18489, -2.61852)
H (2.05174, -1.47405, -0.99467)
H (1.48554, -2.15774, 1.18420)
H (0.38257, -0.18226, 2.53600)
H (-0.47709, -0.95049, -2.00435)
H (-1.59200, -0.31241, -0.30347)
H (1.37590, 1.48776, -0.24655)
H (-1.25458, -1.70119, 2.53569)

SMILES: O[C@@H]1[C@H](O)[C@@H](O)C=C[C@@H]1O
Max |F| in eV Å⁻¹: 3.004
Energy in Ha: -535.52364
Orbital gap in eV: 9.73